This record from the Open Molecules 2025 dataset describes C9H16N3O3 as an isolated structure in a non-equilibrium geometry. The level of theory is wB97M-V/def2-TZVPD.

Positions of all 31 atoms, in Å:
C -1.8033 -3.5455 -0.0147
C -0.5707 -3.3968 0.4791
C -1.7255 -3.2913 -2.5624
C -2.1243 -2.6150 -1.1159
C 2.4748 1.5299 1.1851
C -1.2285 1.2579 -1.5490
C 1.0548 1.9130 0.8319
C 0.2150 0.6827 0.4546
C -1.2999 0.7726 -0.0279
N 0.0450 -2.2195 0.1511
N -1.2678 -1.4392 -0.8031
N 1.2562 -2.3022 -0.5555
O -0.5711 -3.7199 -2.6028
O -2.6345 -3.3693 -3.3516
O -1.8661 -0.5369 0.1259
H -2.4492 -4.3668 0.1759
H -0.0269 -4.1868 1.0136
H -3.1418 -2.3161 -1.2783
H 2.9476 2.4320 1.6004
H 2.9982 1.1984 0.3245
H 2.5139 0.8460 2.0729
H -1.5654 2.3119 -1.6368
H -0.2330 1.0857 -1.8848
H -1.8415 0.5091 -2.0891
H 0.5659 2.2355 1.7551
H 0.9653 2.7336 0.0798
H 0.8851 0.1567 -0.3880
H 0.2590 0.0215 1.2557
H -1.9039 1.3571 0.6234
H 1.5395 -1.3532 -0.7045
H 1.0771 -2.7575 -1.5193

## Properties
gap between HOMO and LUMO	6.99	eV
maximum force	0.073	hartree/bohr
net charge	-1
calculated total energy	-742.39724	a.u.

---

This record from the Open Molecules 2025 dataset describes C9H16N4O as an isolated structure in a non-equilibrium geometry. The level of theory is wB97M-V/def2-TZVPD.

Positions of all 30 atoms, in Å:
C 2.7609 1.5132 0.0345
C 3.4511 0.3193 0.2817
C 1.4247 1.1018 -0.1698
C 1.4119 -0.2719 -0.0977
C -0.9040 1.3032 -0.0758
C 0.2656 -1.1856 -0.3572
C -0.0751 -1.2485 -1.7935
C -2.4132 -0.5992 0.1837
C -0.7782 -0.0086 1.9333
N 2.6499 -0.7047 0.2176
N 0.2570 1.7893 -0.4842
N -2.0451 1.9485 -0.2767
N -1.0893 -0.0086 0.4741
O 0.1538 -2.3320 0.3711
H 3.1069 2.4724 0.0104
H 4.5378 0.0636 0.4837
H -0.2793 -0.2459 -2.3299
H -1.0588 -1.9329 -1.8556
H 0.5922 -1.8875 -2.3859
H -2.1571 -1.6488 -0.2653
H -3.1290 -0.6500 1.0274
H -2.8425 -0.1261 -0.6069
H -0.3403 -0.9179 2.1196
H -0.2146 0.7328 2.2962
H -1.6329 0.0781 2.6372
H 3.0983 -1.6049 0.2916
H 0.4945 2.6422 -0.9401
H -2.0624 2.7568 -0.9072
H -2.9189 1.7796 0.1696
H -0.2638 -3.1277 0.0140

## Properties
gap between HOMO and LUMO	7.79	eV
maximum force	0.086	hartree/bohr
net charge	+2
calculated total energy	-646.11372	a.u.

---

This record from the Open Molecules 2025 dataset describes an isolated ion of composition C9H16NO5 and charge +1 in a non-equilibrium geometry. The level of theory is wB97M-V/def2-TZVPD.

Positions of all 31 atoms, in Å:
C 1.9993 -2.0373 -0.6554
C 1.2845 -0.7438 -0.9257
C 1.6995 -1.1478 0.5149
C 2.1926 0.1898 -0.0146
C 1.5506 1.5015 0.1633
C -0.7220 0.4509 -0.7616
C 0.9332 2.1013 1.4374
C -1.6594 1.1068 -1.7145
C -2.3374 -1.3218 0.1352
N -1.3558 -0.1904 0.4438
O 0.0372 -0.5221 -1.4490
O 1.3270 -3.2754 -0.6854
O 0.9094 -1.4236 1.6195
O 3.5000 0.2870 -0.4799
O 1.8612 2.4093 -0.7254
H 3.0698 -2.1420 -0.9414
H 0.3253 3.0648 1.3410
H 1.7497 2.4366 2.0384
H 0.3596 1.2972 2.0796
H -1.4890 2.2676 -1.7814
H -2.6702 1.0945 -1.1944
H -1.6969 0.5555 -2.7103
H -2.7340 -1.0570 -0.8380
H -1.6885 -2.1554 -0.0357
H -3.0557 -1.3629 0.9279
H -0.6852 -0.5486 1.1853
H -1.8486 0.4272 1.0257
H 1.4159 -3.7811 -1.4520
H 1.3096 -1.9779 2.2757
H 3.9899 0.8592 0.0012
H 2.6607 2.1707 -1.3309

## Properties
gap between HOMO and LUMO (spin up / spin down)	8.11 / 7.19	eV
maximum force	0.091	hartree/bohr
net charge	+1
calculated total energy	-783.00186	a.u.

---

This record from the Open Molecules 2025 dataset describes a 2-piece molecular cluster, C9H16NO6 overall in a non-equilibrium geometry. The level of theory is wB97M-V/def2-TZVPD.

Positions of all 32 atoms, in Å:
O -0.7079 5.7369 1.0634
C -1.1255 4.5852 0.9814
O -0.8909 3.8026 -0.0655
C -1.8427 2.7286 -0.2630
C -1.6945 1.5512 0.7083
N -0.6314 0.6641 0.3507
C 0.4532 0.7633 1.3031
C 1.5669 -0.2170 0.9738
C 2.3334 0.2589 -0.2446
O 1.5253 0.1489 -1.4043
H -1.6930 4.1533 1.8117
H -2.8646 3.1214 -0.2984
H -1.6136 2.3315 -1.2423
H -1.5572 1.9699 1.7168
H -2.6682 1.0389 0.6935
H 0.1190 0.5646 2.3422
H 0.8830 1.7859 1.3163
H 1.1676 -1.2064 0.7836
H 2.2641 -0.2610 1.8134
H 3.2557 -0.2930 -0.4152
H 2.6158 1.2991 -0.0700
H 0.8810 0.8570 -1.3168
C -0.7084 -3.2515 -1.6323
C 0.7865 -3.0935 -1.4839
O 1.0126 -3.6122 -0.1642
C 0.0063 -4.4553 0.1419
O -0.0072 -5.1851 1.0796
O -0.9826 -4.3751 -0.7778
H -1.0220 -3.4701 -2.6503
H -1.2483 -2.3792 -1.2599
H 1.3519 -3.7047 -2.1930
H 1.0979 -2.0552 -1.5650

## Properties
gap between HOMO and LUMO	5.54	eV
maximum force	0.040	hartree/bohr
net charge	-1
calculated total energy	-858.71781	a.u.

---

This record from the Open Molecules 2025 dataset describes an isolated ion of composition C9H16NS2 and charge +1 in a non-equilibrium geometry. The level of theory is wB97M-V/def2-TZVPD.

Positions of all 28 atoms, in Å:
C 1.7354 -1.6535 1.5988
C 2.0716 -0.8116 0.3438
C 3.3126 -0.8768 -0.3131
C 3.2311 -0.1757 -1.4976
S 1.7908 0.6424 -1.8541
C 1.2225 -0.0346 -0.3567
C -0.4964 -0.1305 -0.1335
C -1.0191 -0.8583 -1.3997
S -2.6253 -1.4546 -1.1585
N -1.0010 1.2559 -0.0136
C -2.4207 1.3887 0.1702
C -0.2894 1.8866 1.1833
H 2.3797 -2.4638 1.5318
H 2.0816 -0.9934 2.3901
H 0.6990 -1.8344 1.6382
H 4.1534 -1.3363 0.0379
H 4.0360 -0.0092 -2.2146
H -0.8733 -0.6469 0.7417
H -0.3733 -1.6576 -1.4473
H -0.8629 -0.1577 -2.3142
H -2.4669 -2.4682 -1.9695
H -0.7839 1.8237 -0.7511
H -2.9707 1.4476 -0.7248
H -2.8930 0.5492 0.7422
H -2.4730 2.3338 0.7931
H -0.6952 1.4675 2.1164
H 0.7433 1.5848 0.9028
H -0.4272 2.9907 1.2902

## Properties
gap between HOMO and LUMO	9.54	eV
maximum force	0.107	hartree/bohr
net charge	+1
calculated total energy	-1203.33326	a.u.

---

This record from the Open Molecules 2025 dataset describes a 2-piece molecular cluster, C9H16NSi overall in a non-equilibrium geometry. The level of theory is wB97M-V/def2-TZVPD.

Positions of all 27 atoms, in Å:
C 3.7965 -0.1872 0.0556
C 3.1200 0.5512 0.9662
C 3.2053 -0.6843 -1.0791
C 1.8242 0.8884 0.7361
C 1.8410 -0.4386 -1.2481
C 1.1693 0.2564 -0.3226
C -1.0286 -0.5368 1.5133
C -1.4167 -1.7414 -0.4776
C -0.9407 0.5782 -0.7776
N -1.4882 -0.4143 0.1180
Si -1.4577 2.3574 -0.5460
H 4.9024 -0.3957 0.2342
H 3.7009 1.2185 1.5706
H 3.7503 -1.0285 -1.8737
H 1.3168 1.7160 1.2323
H 1.2803 -0.8302 -2.0051
H 0.0403 -0.8007 1.5250
H -1.2180 0.3313 2.1955
H -1.5582 -1.5503 1.8590
H -1.7576 -2.4864 0.3142
H -2.2738 -1.8444 -1.2743
H -0.4799 -1.9389 -1.0089
H -1.0384 0.1387 -1.7680
H -2.5609 -0.1618 0.2003
H -2.9328 2.1592 -0.5071
H -1.1319 2.6893 0.7917
H -1.1754 3.3177 -1.5936

## Properties
gap between HOMO and LUMO	9.85	eV
maximum force	0.101	hartree/bohr
net charge	+1
calculated total energy	-696.37018	a.u.

---

This record from the Open Molecules 2025 dataset describes one molecule with the formula C9H16O3S in a non-equilibrium geometry. The level of theory is wB97M-V/def2-TZVPD.

Positions of all 29 atoms, in Å:
C 2.1503 0.6202 0.9743
C 3.5503 1.3131 1.0657
C -1.9603 2.3879 -0.6328
C 0.6477 -2.6593 0.1249
C -2.0687 1.0206 0.0003
C 1.8832 -1.8155 -0.1460
C -0.6249 0.5201 0.3071
C 0.2657 0.1159 -0.8902
C 1.5760 -0.3609 -0.3575
O 2.2676 1.9448 0.6892
O 4.9426 -0.4935 -0.3536
O 2.5698 0.1999 -1.2747
S 4.1328 0.6687 -0.6536
H 1.6423 0.2507 1.8590
H 3.9619 1.7501 1.9083
H -2.9313 2.4822 -1.2356
H -1.8337 3.2784 0.0638
H -1.1014 2.3111 -1.3889
H -0.1453 -2.7575 -0.6702
H 0.1300 -2.6071 1.0913
H 0.8936 -3.8095 0.1954
H -2.5603 0.3197 -0.7609
H -2.7496 1.0017 0.7665
H 2.6909 -2.0453 0.5369
H 2.2466 -2.0820 -1.1842
H -0.2018 1.3693 0.9720
H -0.7306 -0.3310 0.9549
H 0.5309 1.0603 -1.3499
H -0.1687 -0.4768 -1.6744

## Properties
gap between HOMO and LUMO	10.22	eV
maximum force	0.148	hartree/bohr
net charge	0
calculated total energy	-976.25386	a.u.

---

This record from the Open Molecules 2025 dataset describes C9H17AlFNO3P as an isolated structure in a non-equilibrium geometry. The level of theory is wB97M-V/def2-TZVPD.

Positions of all 33 atoms, in Å:
C -3.2678 -1.5434 -0.7984
C -2.1005 -1.2917 -0.8111
C -0.6355 -1.0146 -0.7672
C 0.0251 -2.4269 -0.8078
F 0.0537 -2.8809 -2.1490
C 1.4315 -2.4706 -0.2613
C 1.5084 -2.7283 1.2512
O -0.3783 -0.4668 0.4961
Al 0.8761 0.8585 0.2915
C 0.1461 2.5108 1.1657
C 0.8100 2.6854 2.5129
O 0.1669 3.6944 3.3051
O 0.9178 0.6828 -1.4831
C -0.1562 -0.1073 -1.9243
P -1.4266 1.1583 -2.5289
N -1.0968 2.6575 -2.1779
H -4.2442 -1.8948 -0.5480
H -0.6334 -3.1130 -0.2815
H 1.9278 -3.2897 -0.7824
H 1.9836 -1.5699 -0.5153
H 1.9349 -1.8557 1.7381
H 0.5316 -2.9082 1.6869
H 2.1662 -3.5684 1.4664
H 2.2502 0.3630 0.9880
H 0.2540 3.4163 0.5697
H -0.9227 2.3808 1.3553
H 1.8626 2.9387 2.3566
H 0.7991 1.7272 3.0422
H 0.8031 4.0525 3.9267
H 0.2213 -0.6892 -2.7622
H -2.6952 0.7442 -2.0943
H -1.4665 0.9181 -3.9221
H -1.8513 3.0318 -1.6153

## Properties
gap between HOMO and LUMO	8.43	eV
maximum force	0.032	hartree/bohr
net charge	-1
calculated total energy	-1317.28693	a.u.

---

This record from the Open Molecules 2025 dataset describes C9H17BBrMnNO3 as an isolated structure in a non-equilibrium geometry. The level of theory is wB97M-V/def2-TZVPD.

Positions of all 33 atoms, in Å:
C 2.7740 0.7543 1.3896
C 2.1773 0.1627 -0.0167
C 1.2527 -1.0970 0.4123
C 0.2136 -1.5861 -0.7084
C 0.3776 -0.8032 -2.1331
C -1.3278 -1.5905 -0.2803
Br -1.9506 -3.3799 -0.9970
C -2.3692 -0.5332 -0.8644
C -2.6357 0.4907 0.3378
B -1.6106 1.7779 0.4016
N -1.8240 3.0318 -0.3690
O -0.4456 1.6072 1.2646
O -2.3417 -0.3719 1.5040
C -1.7606 -1.6641 1.2597
O -1.6930 -2.5601 2.1070
H 3.6424 0.1202 1.8067
H 3.1507 1.8208 1.1324
H 1.9285 0.9045 2.1555
H 1.5943 1.0268 -0.4771
H 3.0985 -0.1534 -0.6186
H 1.9959 -1.9614 0.6061
H 0.8029 -0.8347 1.4243
H 0.4926 -2.6866 -0.9584
H 0.1215 0.2970 -1.8889
H -0.3812 -1.2792 -2.8353
H 1.4481 -0.8080 -2.5172
H -2.2965 -0.1689 -1.9389
H -3.3493 -1.1582 -0.8948
H -3.6871 0.9365 0.4299
H -0.9504 3.5746 -0.2950
H -1.9660 2.7939 -1.3622
H 0.2625 2.1082 0.7995
Mn 5.2563 1.2291 2.1242

## Properties
gap between HOMO and LUMO (spin up / spin down)	2.05 / 1.83	eV
maximum force	0.092	hartree/bohr
multiplicity	6
net charge	+2
calculated total energy	-4382.64341	a.u.
expectation value of S²	8.7629

---

This record from the Open Molecules 2025 dataset describes an isolated ion of composition C9H17BNO3S and charge +1 in a non-equilibrium geometry. The level of theory is wB97M-V/def2-TZVPD.

Positions of all 32 atoms, in Å:
B 3.9129 -0.3850 0.1533
C -1.1014 1.9457 0.6158
C -1.3385 -1.4398 -1.2880
C -1.2293 0.0925 -1.0996
C -0.0086 -1.9198 -0.6896
C 2.5792 0.1102 0.9360
C -1.0827 0.5303 0.3869
C 0.1910 -0.0830 0.9705
C 0.1223 -1.6023 0.8417
C -1.6462 2.4683 1.8365
N 1.4178 0.4401 0.3980
O -0.4976 2.7305 -0.3078
O 5.0977 -0.6295 0.7806
O 3.7265 -0.2019 -1.2320
S 1.4894 -2.5391 1.5326
H -2.1808 -1.8416 -0.6589
H -1.2949 -1.7435 -2.3284
H -0.3598 0.5433 -1.7553
H -2.1374 0.5623 -1.4307
H 0.0152 -3.0166 -0.7992
H 0.9182 -1.6141 -1.2315
H 2.5503 0.3743 1.9468
H -1.7152 -0.0517 1.0445
H 0.2755 0.1310 2.0325
H -0.8219 -1.9104 1.2654
H -2.7997 2.2368 1.9640
H -1.4521 3.5632 1.9957
H -1.2507 1.8555 2.5956
H -0.1263 2.3338 -1.0359
H 1.4107 0.2763 -0.6110
H 5.7068 -1.0598 0.1440
H 4.4070 -0.4436 -1.8538

## Properties
gap between HOMO and LUMO	5.29	eV
maximum force	0.140	hartree/bohr
net charge	+1
calculated total energy	-1056.39473	a.u.

---

This record from the Open Molecules 2025 dataset describes C9H17BrN2O7S2 as an isolated structure in a non-equilibrium geometry. The level of theory is wB97M-V/def2-TZVPD.

Positions of all 38 atoms, in Å:
O 0.6977 -1.4762 3.2779
C -0.1953 -0.7260 3.1959
Br 0.1312 1.0513 2.4248
C -1.5924 -0.9993 3.6025
S -2.5617 -1.6324 2.2103
O -2.8569 -0.5296 1.3400
O -1.6820 -2.6211 1.6252
N -3.7436 -2.3304 2.9446
S -5.1469 -1.4975 3.1173
O -5.9817 -1.5683 1.9448
O -5.7839 -2.0736 4.2927
C -4.7786 0.3037 3.5671
O -4.1142 0.4660 4.6030
O -5.2638 1.1214 2.7609
H -1.5310 -1.8096 4.3131
H -2.0829 -0.1621 4.0859
C 2.5806 -0.1185 0.0756
C 1.6374 0.0637 -1.1003
N 1.8577 1.3013 -1.8327
C 0.7886 1.6151 -2.7602
C 0.5550 0.6696 -3.9471
C 3.2029 1.5095 -2.3201
C 3.8074 0.4531 -3.2599
H 2.5296 0.7342 0.7486
H 2.2901 -1.0053 0.6387
H 3.6202 -0.2555 -0.2377
H 0.6180 0.0779 -0.7098
H 1.7081 -0.8231 -1.7514
H 0.9465 2.6294 -3.1415
H -0.1373 1.6661 -2.1819
H 1.3160 0.7857 -4.7199
H -0.4076 0.8976 -4.4096
H 0.5273 -0.3748 -3.6380
H 3.8635 1.6049 -1.4542
H 3.2442 2.4878 -2.8086
H 3.6163 -0.5615 -2.9097
H 4.8921 0.5830 -3.3089
H 3.4292 0.5433 -4.2776

## Properties
gap between HOMO and LUMO	5.92	eV
maximum force	0.043	hartree/bohr
net charge	-2
calculated total energy	-4359.74922	a.u.

---

This record from the Open Molecules 2025 dataset describes an isolated ion of composition C9H17BrNO2 and charge -1. The level of theory is wB97M-V/def2-TZVPD.

Positions of all 30 atoms, in Å:
C 1.3307 -0.1722 -3.5213
C 0.8898 -1.1687 -2.4303
C 0.5262 -0.4913 -1.1094
Br 2.1701 -0.1193 -0.1147
C -0.5330 -1.2606 -0.3151
N -0.6415 -0.8828 1.0979
C -1.4710 0.2980 1.3534
C -0.7567 1.4773 2.0615
C 0.3638 1.0234 3.0089
C -0.2668 2.5418 1.0541
C -0.3615 -2.8093 -0.3876
O -1.4326 -3.4231 -0.5846
O 0.7870 -3.2405 -0.2547
H 2.2187 -0.5361 -4.0375
H 0.5549 -0.0254 -4.2722
H 1.5878 0.7962 -3.0934
H 0.0161 -1.7296 -2.7646
H 1.6818 -1.8879 -2.2527
H 0.1357 0.5003 -1.3434
H -1.4794 -1.0404 -0.8254
H -1.0843 -1.6781 1.5381
H -1.8743 0.6678 0.4052
H -2.3327 0.0138 1.9624
H -1.5204 1.9529 2.6807
H 1.3431 1.1916 2.5653
H 0.2807 -0.0288 3.2640
H 0.3284 1.6109 3.9307
H -0.9974 3.3472 0.9651
H -0.1511 2.1079 0.0615
H 0.6878 2.9649 1.3577

## Properties
gap between HOMO and LUMO	7.62	eV
maximum force	0.014	hartree/bohr
net charge	-1
calculated total energy	-3132.43619	a.u.

---

- maximum force of number 8 (C9H17AlFNO3P)?
  0.032 hartree/bohr